(1)
C38H38BF12O5PSiTi | ωB97M-V/def2-TZVPD

Geometry as XYZ:
```
97
Properties=species:S:1:pos:R:3:forces:R:3
Ti 0.3609 0.3966 0.2407 -0.86 -0.12 -1.49
C -4.0299 -5.4415 -3.1307 0.01 0.00 0.02
C -3.3411 -4.8782 -4.1925 0.02 0.02 0.00
C -2.5116 -3.7785 -3.9907 -0.03 0.00 -0.04
C -2.3587 -3.2214 -2.7244 -0.04 0.00 0.02
C -3.0706 -3.7931 -1.6638 0.03 -0.01 -0.07
C -3.8887 -4.8921 -1.8597 0.00 0.01 -0.04
P -1.3474 -1.7279 -2.3308 0.05 0.31 0.10
C -0.5625 -1.4381 -3.9706 0.00 -0.07 -0.04
C -1.2545 -0.6169 -4.8609 0.05 -0.02 -0.06
C -0.7662 -0.3663 -6.1354 0.00 0.00 0.03
C 0.4400 -0.9230 -6.5360 0.02 -0.03 0.02
C 1.1493 -1.7260 -5.6541 -0.05 0.02 -0.01
C 0.6504 -1.9844 -4.3845 0.02 0.00 0.04
C -0.0217 -2.4894 -1.3139 -0.03 -0.16 0.21
C 0.3870 -3.7765 -1.6925 -0.03 -0.08 -0.03
C 1.3585 -4.4645 -0.9919 0.01 0.00 -0.02
C 1.9075 -3.8621 0.1304 -0.03 0.03 0.01
C 1.4818 -2.6005 0.5113 0.05 0.06 0.11
C 0.5200 -1.8366 -0.1758 0.11 -0.14 -0.16
H -4.6700 -6.3018 -3.2872 -0.01 0.00 0.00
H -3.4396 -5.2971 -5.1876 0.00 0.00 0.00
H -1.9736 -3.3570 -4.8316 0.00 -0.01 0.01
H -2.9660 -3.3713 -0.6728 0.01 0.05 0.08
H -4.4232 -5.3196 -1.0196 0.00 0.00 0.00
H -2.1861 -0.1637 -4.5478 -0.07 0.05 0.05
H -1.3163 0.2835 -6.8055 0.00 0.00 0.00
H 0.8389 -0.7108 -7.5208 0.00 0.01 0.00
H 2.1091 -2.1361 -5.9447 -0.01 0.01 0.01
H 1.2246 -2.5919 -3.6970 -0.02 0.03 -0.04
H -0.0662 -4.2514 -2.5580 0.01 0.01 0.03
H 1.6803 -5.4472 -1.3188 -0.02 -0.02 0.01
H 2.6728 -4.3696 0.7088 0.00 -0.01 0.01
H 1.9377 -2.1773 1.3935 0.05 0.01 -0.10
F 4.0867 0.8711 -2.5083 0.02 -0.01 0.04
C 2.9631 0.3647 -3.0444 -0.04 -0.04 -0.05
F 2.8687 -0.9152 -2.6695 0.07 -0.02 0.12
F 3.1506 0.3573 -4.3853 0.03 0.02 0.02
C 1.7190 1.2237 -2.6658 -0.49 0.13 0.01
O 1.5526 2.2234 -3.3391 0.11 0.01 0.02
O 0.9839 0.7724 -1.7291 0.32 -0.19 0.44
F 2.8644 0.4547 2.0958 0.02 -0.07 0.07
C 2.5398 0.4663 0.7501 0.34 0.31 0.24
F 3.3771 -0.4865 0.2282 0.03 -0.10 -0.12
F 3.1315 1.6489 0.3105 0.06 0.00 -0.05
C -3.1069 1.7588 -1.6053 -0.13 0.10 0.04
C -2.6886 1.3087 -0.2029 0.24 0.28 -0.17
O -1.3814 0.9384 -0.2219 -0.21 -0.43 0.62
C -2.8537 2.5293 0.7409 0.08 0.01 -0.04
F -2.5038 2.2765 2.0041 -0.02 0.00 0.00
F -2.0899 3.5449 0.3133 -0.05 -0.01 0.02
F -4.1287 2.9951 0.7555 0.01 0.02 0.02
C -3.6138 0.1334 0.3021 0.08 0.05 0.02
F -4.3888 0.4854 1.3521 -0.05 -0.01 0.00
F -2.9124 -0.9261 0.6831 -0.02 -0.03 -0.22
F -4.4744 -0.2781 -0.6554 0.03 -0.03 -0.02
H -4.1077 2.1934 -1.6174 0.01 -0.03 -0.02
H -3.0754 0.9002 -2.2641 0.06 -0.12 -0.09
H -2.3751 2.4899 -1.9429 0.00 0.00 0.02
C 2.0178 8.1601 -1.7692 -0.01 0.01 -0.01
C 2.1451 8.2424 -0.2476 -0.02 -0.03 0.01
C 1.1973 9.3414 0.2506 -0.01 0.02 -0.01
C 3.5911 8.6364 0.0844 0.01 0.00 0.01
C 1.8028 6.9134 0.4333 0.01 -0.03 -0.03
C 1.8684 6.8213 1.8260 0.00 0.00 0.01
C 1.5967 5.6368 2.5144 0.00 0.05 -0.02
C 1.2551 4.5368 1.7616 -0.02 -0.05 0.15
O 0.9559 3.2718 2.1611 0.02 0.03 -0.07
B 0.7112 2.5140 0.9872 0.20 0.10 0.18
O 0.8229 3.4102 -0.1164 -0.01 0.00 0.07
C 1.1776 4.6157 0.3824 -0.04 -0.05 -0.18
C 1.4452 5.7791 -0.3062 0.00 0.06 0.06
H 2.2742 9.1278 -2.2087 0.00 0.00 0.00
H 1.0003 7.9096 -2.0742 0.00 0.00 0.01
H 2.6894 7.4097 -2.1888 0.01 0.00 0.00
H 1.4409 10.2989 -0.2210 0.00 0.00 0.00
H 1.2670 9.4669 1.3318 0.00 0.00 0.00
H 0.1623 9.0914 0.0094 0.00 -0.01 0.00
H 3.8577 9.5707 -0.4197 0.00 0.00 0.01
H 4.2824 7.8570 -0.2409 0.00 0.00 -0.01
H 3.7289 8.7767 1.1576 0.00 -0.01 0.00
H 2.1476 7.6950 2.4045 0.00 0.00 0.00
H 1.6563 5.5809 3.5935 0.01 0.00 0.00
H 1.3804 5.7746 -1.3845 0.01 0.00 0.00
C -1.8281 -0.7404 3.3813 -0.12 -0.11 -0.07
Si -0.0645 -0.3020 2.7985 0.19 0.31 -0.02
C 0.8918 -1.7779 3.5345 0.05 -0.14 0.03
C 0.3585 1.0432 4.0764 -0.04 0.08 0.08
H -1.7546 -0.9857 4.4473 -0.05 0.01 0.02
H -2.2612 -1.5972 2.8606 0.06 -0.01 0.07
H -2.5205 0.0959 3.2701 0.00 0.00 0.02
H 0.6806 -1.7937 4.6102 0.00 -0.02 0.01
H 1.9717 -1.6828 3.4033 0.00 0.02 0.05
H 0.5794 -2.7337 3.1067 0.00 0.01 0.03
H 0.2639 0.6224 5.0861 -0.01 0.02 0.00
H -0.3253 1.8908 3.9888 0.00 0.00 0.02
H 1.3679 1.4313 3.9458 0.02 -0.03 0.01
```
Forces are in eV/Å.

Properties
frontier orbital gap = 6.152 eV
HOMO energy = -2.21 eV
energy above the lowest of the compared OMol25 structures with the same formula, charge and spin = 0.675 eV
charge = -2



(2)
C5H6N2O | ωB97M-V/def2-TZVPD

Geometry as XYZ:
```
14
Properties=species:S:1:pos:R:3:forces:R:3
C -2.4286 -1.0244 -0.7879 -0.99 -1.60 -0.15
C -2.1804 0.6200 0.5833 0.68 4.35 1.16
C -1.1569 -0.6737 -0.7069 3.01 -0.74 -0.96
C 2.6390 0.0749 0.6793 2.33 -1.26 2.49
C 2.1089 -0.4382 -0.5662 -0.97 0.36 0.05
N -3.0633 -0.1443 0.0487 -2.24 -0.08 0.42
N -0.9223 0.3376 0.1510 -0.37 -0.64 -0.67
O 1.8558 0.8439 -0.1399 -1.52 1.77 -0.92
H -2.8805 -1.9226 -1.2770 0.31 1.36 0.54
H -2.2815 1.6910 1.0797 -0.44 -2.79 -0.65
H 2.2567 -0.1441 1.7362 0.26 -0.08 -1.80
H 3.7135 0.3484 0.6685 -0.62 -0.01 0.23
H 2.4199 -0.4571 -1.5946 0.49 -0.77 -0.14
H -0.0803 0.8888 0.1259 0.07 0.13 0.40
```
Forces are in eV/Å.

Properties
frontier orbital gap (alpha / beta) = 8.846 / 8.184 eV
HOMO energy (alpha / beta) = -9.03 / -8.74 eV
energy above the lowest of the compared OMol25 structures with the same formula, charge and spin = 6.816 eV
charge = 0



(3)
C7H7F3NO6 | ωB97M-V/def2-TZVPD

Geometry as XYZ:
```
24
Properties=species:S:1:pos:R:3:forces:R:3
C -0.7966 0.4917 4.5019 -0.55 0.37 0.04
C -1.1952 0.3412 3.3814 0.18 0.34 -0.63
C -1.6066 0.3394 1.9561 -0.07 -1.00 1.62
O -1.6703 1.6988 1.5385 1.02 0.12 -0.64
C -1.8509 1.8371 0.1927 -0.64 0.21 -0.97
O -2.8570 1.5184 -0.3551 -0.48 -0.19 0.13
O -0.8702 2.4358 -0.5261 0.17 -0.50 1.15
C 0.4425 1.9429 -0.2353 1.15 -0.03 -0.43
C 0.6716 0.4625 -0.6090 0.14 0.31 0.79
C 1.3681 0.2537 -1.9443 -1.76 -0.17 1.42
F 0.6278 0.8447 -2.8955 0.23 0.53 -0.71
F 1.3939 -1.0251 -2.1893 0.55 -0.96 -0.59
F 2.6008 0.7460 -1.9625 0.65 0.45 -0.28
H -0.6809 0.8118 5.5108 0.30 -0.35 0.03
H -2.5725 -0.1775 1.9154 -0.01 0.34 -0.40
H -0.8816 -0.2662 1.4045 -0.09 0.29 -0.19
H 0.7533 2.1224 0.8005 -0.51 0.01 -0.08
H 1.1261 2.5340 -0.8560 -0.32 0.10 0.13
H -0.2463 -0.1354 -0.6416 0.09 0.22 -0.13
H 1.2911 0.0260 0.1850 0.00 -0.12 -0.36
N 1.2184 -4.2047 -2.2169 0.04 -0.03 -0.04
O 0.4846 -3.6598 -1.3620 -0.08 0.03 0.11
O 0.7099 -4.8631 -3.1467 -0.01 0.01 0.01
O 2.4594 -4.0874 -2.1370 0.01 0.02 0.03
```
Forces are in eV/Å.

Properties
frontier orbital gap = 6.702 eV
HOMO energy = -4.14 eV
charge = -1



(4)
C17H36AlBBr3CaCl2F4LiN3O15PSSi2 | ωB97M-V/def2-TZVPD

Geometry as XYZ:
```
88
Properties=species:S:1:pos:R:3:forces:R:3
C -5.0916 -1.3637 4.9203 0.34 -1.07 -0.41
C -4.7331 -2.7414 4.1154 -0.43 0.68 1.40
O -3.4478 -3.1872 4.5107 -1.01 0.07 -1.48
C -2.7620 -3.9649 3.5047 1.48 -0.58 -0.33
C -1.1852 -3.6952 3.6960 -1.56 -0.76 0.07
O -0.6782 -3.1980 2.4417 0.08 0.69 1.59
C 0.2525 -2.1093 2.6399 0.68 0.16 -1.16
Si -0.0585 -0.7052 1.3207 0.42 -2.38 1.37
C -1.9747 -0.6069 1.2083 -0.97 -0.07 -0.25
O -2.4071 0.2492 2.3162 0.46 0.19 -1.47
N -2.4139 -0.4891 3.4792 0.26 0.35 1.26
O -2.4037 0.2212 4.4131 -0.25 -0.65 -0.44
O 0.7486 -1.2724 -0.0944 -0.72 1.90 -0.97
Si 0.7623 -0.2367 -1.4274 0.23 0.25 0.79
C 2.4321 0.7106 -1.6594 0.21 -0.32 0.15
O 3.0435 1.0599 -0.4336 0.50 -1.23 -0.70
C 4.2631 0.3119 -0.2493 1.73 0.74 1.21
C 4.9564 0.5933 1.1637 -1.25 -0.36 0.65
C -0.6659 0.9919 -1.6184 -1.66 0.57 -0.86
C -1.9283 0.3686 -2.3926 0.02 0.52 1.33
F -0.1926 2.0673 -2.4564 -0.10 -1.02 0.89
P 0.8242 1.1065 2.2768 -0.49 2.88 0.17
N 0.1069 2.4751 1.8476 0.25 -1.34 -0.88
H -6.1412 -1.4638 5.3816 1.35 0.62 -0.24
H -4.3435 -1.2383 5.7645 -1.13 -0.24 -0.93
H -4.9801 -0.4783 4.2351 -0.41 -0.81 0.86
H -5.4901 -3.5585 4.4438 0.72 0.66 -0.54
H -4.8448 -2.5420 3.0061 0.42 -0.41 0.82
H -2.9395 -5.0818 3.5998 -0.21 1.31 0.14
H -3.0554 -3.6557 2.4526 0.31 -0.18 1.22
H -1.1197 -2.9662 4.5513 0.19 -0.55 -0.99
H -0.6754 -4.6597 3.9888 -0.38 1.05 -0.38
H 1.2937 -2.5149 2.4150 -0.95 0.61 0.71
H 0.1974 -1.6300 3.6576 0.13 -0.75 -0.84
H -2.4711 -1.6133 1.3923 0.92 0.94 -0.51
H -2.3812 -0.1560 0.2635 0.22 -0.36 1.02
H 0.7129 -1.1074 -2.6398 0.40 -0.35 -0.21
H 3.1425 -0.0681 -2.1622 -0.50 1.37 0.38
H 2.3544 1.5715 -2.3836 0.10 -0.73 0.67
H 5.0109 0.6662 -1.0281 -0.87 -0.60 0.44
H 4.0982 -0.8260 -0.2792 -0.18 1.03 -0.36
H 4.6176 -0.2048 1.9047 0.47 0.94 -0.96
H 4.5971 1.5820 1.6041 0.66 -0.96 -0.96
H 6.0769 0.5504 1.1136 -1.16 0.17 -0.19
H -1.0710 1.4585 -0.6706 0.76 -0.32 -0.95
H -1.8762 0.6064 -3.4898 0.08 -0.46 1.09
H -2.0026 -0.7282 -2.1485 0.06 0.88 -0.58
H -2.8456 0.8593 -1.9426 0.94 -0.49 -0.80
H 0.6674 0.9157 3.6919 0.44 -0.44 -0.46
H 2.2270 1.2034 2.0255 -0.23 -0.70 0.38
H -0.6156 2.2580 1.1539 0.09 0.52 0.41
C 2.3171 5.8294 2.6834 -0.15 0.29 0.24
Br 3.1328 7.3151 3.6120 -0.16 -0.45 -0.28
Br 2.7507 5.8396 0.7912 0.09 -0.09 0.25
Br 2.7496 4.1363 3.5180 0.13 0.24 -0.17
H 1.2403 5.9544 2.7637 0.17 -0.17 -0.01
B -1.2895 3.4175 4.9791 0.07 -0.62 -1.19
O -0.7107 4.7522 5.2050 -0.21 -0.21 0.22
C -1.2106 5.2181 6.3505 1.56 1.98 -0.71
O -0.9397 6.2884 6.8253 -0.20 -0.41 -0.06
C -2.1328 4.2166 6.9229 -1.64 -1.55 1.24
O -2.7501 4.3225 7.9490 0.25 0.10 -0.34
O -2.1826 3.1537 6.1191 0.23 0.33 -0.03
F -0.2509 2.4342 4.9307 -0.48 0.30 -0.06
F -2.0330 3.4020 3.7592 0.37 -0.12 0.63
C -1.8990 -2.4046 -5.4537 0.98 0.54 0.19
Cl -0.3611 -2.6050 -4.6101 -0.54 -0.13 -0.29
Cl -3.2802 -2.4316 -4.3267 -0.03 0.01 -0.01
H -1.8895 -1.4509 -5.9808 -0.05 -0.07 0.13
H -2.0028 -3.2229 -6.1710 0.33 -0.09 0.04
Li -6.9866 -2.3950 3.9413 0.10 0.07 0.11
Ca 3.5850 -1.7552 -3.1753 0.55 -0.63 -1.47
O 4.4697 -2.7740 -6.3915 -0.76 0.30 1.94
S 5.1066 -2.7983 -7.7206 -0.10 -0.02 -0.02
O 6.4971 -2.3275 -7.6203 -0.11 -0.06 -0.19
O 4.3659 -1.9186 -8.6397 0.27 0.02 -0.04
O 5.0939 -4.1687 -8.2506 0.15 0.30 -0.01
O -2.1896 3.2624 0.1153 -0.28 -0.08 -0.10
H -2.5437 3.3699 1.0095 0.15 0.00 0.10
H -1.7340 4.0950 -0.0573 0.04 -0.07 0.05
F 4.0922 3.8607 1.4107 -0.21 -0.18 0.08
Al -4.1658 -3.5677 -6.5247 -0.87 -0.41 -0.46
C 3.4980 -1.4848 -12.2113 -0.30 -0.51 0.49
C 2.7966 -2.4198 -11.2880 -0.34 -0.48 0.47
N 2.2496 -3.1482 -10.5682 0.60 1.08 -1.07
H 3.0443 -0.4956 -12.1508 0.01 -0.09 0.03
H 4.5499 -1.4129 -11.9341 -0.09 -0.05 0.06
H 3.4224 -1.8504 -13.2354 -0.02 -0.01 0.09
```
Forces are in eV/Å.

Properties
frontier orbital gap = 1.145 eV
HOMO energy = -10.14 eV
charge = +2



(5)
C16H14N4O3S | ωB97M-V/def2-TZVPD

Geometry as XYZ:
```
38
Properties=species:S:1:pos:R:3:forces:R:3
O 4.1198 2.3679 -1.8577 0.17 -2.19 2.32
C 2.6964 2.0512 -1.6138 3.82 2.03 0.17
C 2.3194 1.0666 -0.5947 2.95 3.80 -3.96
C 1.0361 0.9761 -0.4429 -3.25 -2.78 1.99
C 0.0405 1.6996 -1.3762 7.65 -2.72 5.43
C 0.5715 2.6626 -2.1774 -2.42 0.60 -1.01
C 1.9455 2.9885 -2.3598 -3.02 -6.03 3.53
O 2.2848 3.5630 -3.4545 3.28 2.42 -2.08
H 3.2858 3.5986 -3.4629 -1.39 0.09 -0.18
H -0.2349 3.1135 -2.7688 0.60 0.48 -0.24
C -1.1537 1.3009 -0.8455 -3.44 10.71 -12.40
N -1.5386 0.5470 -0.0660 -6.19 -6.04 7.13
N -3.0387 0.4565 0.0526 4.41 -3.88 4.99
C -3.2587 -0.6258 1.2555 -1.84 3.37 -5.82
N -4.5569 -0.7657 1.1844 2.63 0.26 2.37
N -5.0178 0.2986 0.5038 -8.11 -2.16 -0.07
C -4.2272 1.0339 -0.2897 3.63 -3.37 2.42
S -4.4375 2.1484 -1.3370 -1.73 3.72 -3.24
H -6.1548 0.1387 0.3732 4.15 1.33 -0.03
C -2.1577 -1.2917 2.0079 -1.48 -1.80 -7.08
H -1.5418 -0.6459 2.3319 3.80 4.99 3.77
O -1.3074 -2.0079 1.0826 -4.99 -0.32 -1.94
C -0.0779 -2.2753 1.2401 3.51 0.85 3.92
C 0.6109 -2.0209 2.5106 -1.72 -3.11 -6.96
C 1.9198 -2.5682 2.3378 -6.86 5.15 15.40
C 2.5495 -2.6585 1.3429 10.09 -2.28 -13.71
C 1.9077 -2.6177 -0.0005 3.86 -1.54 5.81
C 0.6286 -2.7141 0.0744 -4.23 2.36 -1.33
H 0.1717 -2.5479 -0.8882 -1.16 -0.77 -0.10
H 2.5020 -2.9529 -0.7416 1.59 -0.27 -3.04
H 3.7083 -2.8879 1.4116 -2.39 0.64 -0.39
H 2.3868 -2.2421 3.2753 1.00 -1.49 0.16
H -0.0486 -1.8909 3.3056 -0.04 0.32 1.83
H -2.7081 -1.9147 2.5266 -1.80 -3.33 3.86
H -1.9488 2.0026 -1.6665 1.16 -2.07 2.67
H 0.8169 0.1360 0.4889 -0.41 2.62 -3.02
H 3.1478 0.5386 -0.2184 0.48 -0.78 1.05
H 4.7587 1.9392 -1.1437 -2.33 1.22 -2.24
```
Forces are in eV/Å.

Properties
frontier orbital gap = 8.238 eV
HOMO energy = -8.07 eV
energy above the lowest of the compared OMol25 structures with the same formula, charge and spin = 14.445 eV
charge = 0



(6)
CH7NOS2 | ωB97M-V/def2-TZVPD

Geometry as XYZ:
```
12
Properties=species:S:1:pos:R:3:forces:R:3
N 0.5316 -1.1900 1.1586 1.16 -1.77 -0.55
C 1.6684 -1.7026 1.9838 -1.35 -1.54 -0.53
O 2.8282 -2.0603 1.2056 -0.62 -0.62 0.05
H 0.7746 -0.2079 1.0200 -0.41 -0.51 -0.95
H 0.4885 -1.7932 0.2533 0.04 1.99 1.94
H 1.9723 -0.8170 2.5590 0.01 -0.89 0.49
H 1.2798 -2.6731 2.5853 1.04 2.45 -1.00
H 2.6571 -2.9160 0.7522 0.13 0.88 0.54
S -2.8742 2.5714 -3.2515 0.90 -1.10 -3.77
S -2.3890 4.4632 -2.4434 -0.40 -0.89 1.40
H -3.4119 1.1563 -3.3466 -0.14 2.10 2.45
H -3.5252 5.1693 -2.4762 -0.35 -0.12 -0.08
```
Forces are in eV/Å.

Properties
SMILES string = NCO.SS
frontier orbital gap = 7.059 eV
HOMO energy = -9.03 eV
energy above the lowest of the compared OMol25 structures with the same formula, charge and spin = 3.292 eV
charge = 0